{
  "formula": "C3H12NO3",
  "method": "the ωB97M-V functional and the def2-TZVPD basis",
  "e_homo_ha": -0.5292,
  "de_lowest_kj_mol": 83.16,
  "orbital_gap_ev": 11.27,
  "charge": 1,
  "symbols": ["O", "C", "C", "N", "C", "H", "H", "H", "H", "H", "H", "H", "H", "H", "H", "O", "H", "H", "O"],
  "coordinates": [[-1.408, 0.846, -0.500], [-0.435, 0.558, -1.135], [0.465, -0.562, -0.638], [-0.131, -1.137, 0.589], [-0.779, -2.495, 0.481], [-0.105, 1.028, -2.068], [0.629, -1.374, -1.341], [1.388, -0.070, -0.316], [0.548, -1.076, 1.336], [-0.919, -0.543, 0.856], [-1.751, -2.481, 0.954], [-0.180, -3.227, 1.007], [-0.899, -2.743, -0.557], [0.181, 0.589, 3.600], [-0.966, 1.210, 2.677], [-0.262, 0.558, 2.747], [2.095, 3.151, -2.861], [0.997, 4.219, -2.643], [1.532, 3.548, -2.189]]
}

{
  "formula": "C31H26NP2PdS",
  "method": "the ωB97M-V functional and the def2-TZVPD basis",
  "e_homo_ha": [0.0688, -0.0312],
  "orbital_gap_ev": [2.46, 5.18],
  "charge": -2,
  "s2": 0.763,
  "multiplicity": 2,
  "symbols": ["Pd", "C", "P", "C", "C", "C", "C", "C", "C", "C", "C", "C", "C", "C", "C", "C", "C", "C", "C", "C", "P", "C", "C", "C", "C", "C", "C", "C", "C", "C", "C", "C", "C", "N", "H", "H", "H", "H", "H", "H", "H", "H", "H", "H", "H", "H", "H", "H", "H", "H", "H", "H", "H", "H", "H", "H", "H", "H", "H", "H", "S", "C"],
  "coordinates": [[-0.241, 0.370, 0.723], [1.444, -2.462, -1.221], [-0.013, -2.657, -0.098], [0.810, -2.836, 1.530], [2.117, -2.421, 1.761], [2.672, -2.517, 3.032], [1.930, -3.025, 4.086], [0.616, -3.425, 3.868], [0.063, -3.320, 2.604], [-0.270, -4.457, -0.498], [0.408, -5.525, 0.091], [0.158, -6.835, -0.298], [-0.771, -7.104, -1.294], [-1.451, -6.052, -1.894], [-1.207, -4.747, -1.491], [2.017, -1.077, -1.313], [3.105, -0.678, -2.076], [3.203, 0.727, -1.917], [2.181, 1.092, -1.057], [1.782, 2.450, -0.564], [-0.065, 2.471, -0.389], [-0.729, 2.836, -1.981], [-0.316, 3.967, -2.777], [-0.998, 4.306, -3.925], [-2.102, 3.573, -4.381], [-2.496, 2.429, -3.625], [-1.836, 2.086, -2.474], [-0.322, 3.999, 0.596], [-1.338, 4.002, 1.556], [-1.662, 5.153, 2.256], [-0.977, 6.341, 2.008], [0.038, 6.354, 1.062], [0.365, 5.196, 0.366], [1.461, -0.007, -0.682], [1.098, -2.812, -2.200], [2.201, -3.187, -0.895], [2.692, -1.977, 0.956], [3.686, -2.172, 3.198], [2.361, -3.087, 5.078], [0.016, -3.793, 4.691], [-0.975, -3.595, 2.446], [1.139, -5.327, 0.866], [0.695, -7.648, 0.176], [-0.966, -8.125, -1.598], [-2.182, -6.249, -2.670], [-1.753, -3.929, -1.948], [3.724, -1.317, -2.693], [3.916, 1.394, -2.380], [2.148, 3.229, -1.240], [2.185, 2.653, 0.436], [0.550, 4.551, -2.486], [-0.656, 5.164, -4.501], [-2.619, 3.849, -5.292], [-3.324, 1.814, -3.966], [-2.153, 1.214, -1.909], [-1.860, 3.073, 1.760], [-2.443, 5.121, 3.007], [-1.229, 7.244, 2.553], [0.582, 7.272, 0.863], [1.172, 5.222, -0.357], [-1.829, 0.645, 3.661], [-1.076, 0.203, 2.332]]
}

{
  "formula": "C4H2N4O2",
  "method": "the ωB97M-V functional and the def2-TZVPD basis",
  "e_homo_ha": [-0.3308, -0.3308],
  "de_lowest_kj_mol": 305.89,
  "orbital_gap_ev": [8.62, 8.62],
  "charge": 0,
  "symbols": ["C", "C", "C", "C", "N", "N", "N", "N", "O", "O", "H", "H"],
  "coordinates": [[0.505, 2.323, -0.323], [1.516, -1.186, -0.011], [-3.720, -0.652, 0.184], [1.148, 1.156, -0.022], [0.140, 3.416, -0.450], [2.589, -0.975, 0.637], [3.358, -0.299, 1.134], [0.774, -0.030, -0.353], [-3.531, 0.324, -0.380], [-3.873, -1.652, 0.720], [1.165, -2.165, -0.260], [-0.072, -0.261, -0.877]]
}

{
  "formula": "C34H80Cl10N4",
  "method": "the ωB97M-V functional and the def2-TZVPD basis",
  "e_homo_ha": -0.2901,
  "de_lowest_kj_mol": 1392.36,
  "orbital_gap_ev": 7.88,
  "charge": 0,
  "symbols": ["Cl", "C", "C", "Cl", "H", "H", "H", "H", "Cl", "C", "C", "Cl", "H", "H", "H", "H", "Cl", "C", "C", "Cl", "H", "H", "H", "H", "Cl", "C", "C", "Cl", "H", "H", "H", "H", "Cl", "C", "C", "Cl", "H", "H", "H", "H", "C", "C", "N", "C", "C", "C", "C", "H", "H", "H", "H", "H", "H", "H", "H", "H", "H", "H", "H", "H", "H", "H", "C", "C", "N", "C", "C", "C", "C", "H", "H", "H", "H", "H", "H", "H", "H", "H", "H", "H", "H", "H", "H", "H", "C", "C", "N", "C", "C", "C", "C", "H", "H", "H", "H", "H", "H", "H", "H", "H", "H", "H", "H", "H", "H", "H", "C", "C", "N", "C", "C", "C", "C", "H", "H", "H", "H", "H", "H", "H", "H", "H", "H", "H", "H", "H", "H", "H"],
  "coordinates": [[-4.945, 6.034, -2.681], [-4.799, 4.279, -3.072], [-3.378, 3.794, -3.003], [-2.966, 3.433, -1.262], [-5.085, 4.053, -3.987], [-5.164, 3.660, -2.269], [-2.658, 4.448, -3.239], [-2.972, 3.023, -3.309], [-3.588, -2.950, 0.831], [-3.465, -1.705, 2.118], [-2.100, -1.809, 2.876], [-2.159, -3.363, 3.809], [-4.071, -1.602, 2.964], [-3.571, -0.634, 1.625], [-1.987, -0.987, 3.564], [-1.321, -1.820, 2.149], [-0.435, 6.978, -1.223], [-1.544, 5.622, -0.706], [-0.948, 4.381, -1.015], [-1.125, 4.089, -2.852], [-2.619, 5.767, -1.216], [-1.646, 5.790, 0.306], [-1.697, 3.445, -0.729], [0.060, 4.194, -0.744], [-6.127, 0.786, 1.233], [-6.371, 1.126, -0.484], [-5.397, 0.305, -1.411], [-6.041, -1.389, -1.466], [-6.003, 2.253, -0.521], [-7.335, 1.150, -0.764], [-4.430, 0.563, -1.035], [-5.433, 0.298, -2.473], [1.589, 1.013, -0.633], [0.039, 0.791, 0.178], [-1.065, 0.461, -0.790], [-2.576, 0.136, 0.053], [-0.313, 1.822, 0.585], [0.139, 0.078, 1.083], [-0.831, -0.422, -1.483], [-1.220, 1.432, -1.522], [-0.280, -3.820, 0.446], [-0.066, -3.516, 1.991], [0.716, -2.237, 2.194], [0.313, -1.508, 3.333], [0.069, -2.132, 4.573], [2.061, -2.640, 2.157], [2.951, -1.295, 2.146], [0.663, -4.068, 0.153], [-0.391, -2.752, -0.005], [-1.208, -4.191, 0.058], [0.499, -4.444, 2.453], [-1.077, -3.335, 2.327], [-0.787, -1.291, 3.009], [0.597, -0.416, 3.357], [-0.067, -3.350, 4.719], [-0.786, -1.664, 5.232], [0.955, -1.893, 5.267], [2.453, -3.414, 1.403], [2.163, -3.203, 3.049], [3.127, -0.877, 3.106], [2.473, -0.432, 1.392], [3.748, -1.505, 1.651], [7.143, -3.942, -3.034], [5.804, -4.692, -2.945], [4.564, -3.875, -2.997], [3.570, -4.470, -3.730], [3.220, -5.802, -3.482], [4.189, -3.288, -1.627], [3.212, -2.182, -1.664], [7.863, -4.578, -3.109], [7.374, -3.185, -2.272], [7.200, -3.555, -4.026], [5.521, -5.192, -2.157], [5.911, -5.479, -3.589], [3.832, -4.593, -4.722], [2.772, -3.687, -3.932], [3.710, -6.507, -3.018], [2.674, -6.099, -4.378], [2.359, -5.988, -2.837], [5.022, -3.155, -1.048], [3.526, -4.015, -1.119], [2.319, -2.369, -2.312], [3.554, -1.220, -2.197], [2.727, -1.678, -0.875], [1.599, 1.559, -4.292], [1.212, 0.127, -4.588], [-0.073, -0.311, -3.964], [-1.278, 0.306, -4.347], [-1.459, 0.847, -5.608], [-0.232, -1.726, -4.271], [-0.799, -2.496, -3.043], [1.651, 1.615, -3.261], [0.741, 2.371, -4.477], [2.565, 1.901, -4.645], [2.176, -0.314, -4.363], [1.162, -0.163, -5.616], [-1.172, 1.191, -3.639], [-2.052, 0.007, -3.806], [-0.732, 1.440, -6.242], [-2.254, 1.560, -5.611], [-1.585, -0.021, -6.353], [0.787, -2.138, -4.453], [-0.727, -2.115, -5.122], [-1.734, -2.243, -2.641], [-0.109, -2.491, -2.271], [-0.858, -3.574, -3.434], [1.118, 2.305, 3.554], [1.073, 3.596, 4.417], [0.377, 3.429, 5.778], [0.758, 4.282, 6.758], [0.714, 5.642, 6.512], [-1.088, 3.195, 5.609], [-1.740, 2.532, 6.866], [1.126, 1.513, 4.355], [1.864, 2.454, 2.860], [0.137, 2.128, 3.059], [0.470, 4.374, 3.983], [2.028, 3.938, 4.646], [1.713, 4.158, 6.512], [0.572, 3.928, 7.731], [0.719, 6.179, 5.535], [1.576, 6.160, 6.908], [-0.209, 5.905, 6.959], [-1.484, 2.811, 4.703], [-1.513, 4.105, 5.465], [-1.169, 1.595, 7.135], [-2.606, 2.211, 6.619], [-1.906, 3.261, 7.650]]
}